Entry 1:
Below is a 4-piece molecular cluster, C37H75ClNO17P overall at a distorted geometry, with properties calculated with wB97M-V/def2-TZVPD.

ORCA input file:
```
! wB97M-V def2-TZVPD RIJCOSX def2/J DEFGRID3
* xyz 0 1
C 5.05 -2.54 2.52
C 3.98 -2.34 1.67
C 3.56 -0.90 1.44
O 2.61 -0.77 0.41
C 3.18 -0.60 -0.86
C 3.59 -1.91 -1.54
C 3.81 -1.64 -3.03
O 2.54 -2.85 -1.34
O 3.23 -0.24 2.63
C 1.92 -0.23 3.15
O 2.06 0.33 4.44
C 3.14 -0.16 5.21
C 4.34 0.78 5.27
C 5.39 0.15 6.21
C 0.97 0.81 2.40
Cl 0.07 1.80 3.62
C 1.70 1.81 1.50
C 1.19 1.74 0.03
C 1.25 -1.62 3.42
C 0.07 -1.62 4.42
C -1.34 -1.19 3.91
C -2.25 -2.37 3.51
C -3.65 -1.93 2.97
C -3.73 -2.03 1.43
C -3.37 -0.72 0.71
C -4.60 0.23 0.76
C -4.14 1.65 0.35
C -3.67 2.42 1.57
C -3.43 3.90 1.27
O -2.77 4.06 0.03
C -2.19 5.34 -0.11
N 0.88 -2.38 2.22
P 0.95 -4.03 2.39
O 2.13 -4.55 3.06
O -0.36 -4.62 3.10
O 0.92 -4.60 0.89
H 6.05 -2.31 2.16
H 4.93 -2.95 3.51
H 3.45 -3.14 1.17
H 4.48 -0.41 1.08
H 2.39 -0.19 -1.49
H 3.99 0.14 -0.88
H 4.48 -2.29 -1.03
H 4.64 -2.25 -3.38
H 4.05 -0.59 -3.16
H 2.93 -1.89 -3.62
H 2.16 -3.11 -2.18
H 3.50 -1.16 4.96
H 2.78 -0.23 6.24
H 4.80 0.81 4.29
H 4.05 1.78 5.58
H 5.96 0.90 6.74
H 6.03 -0.51 5.63
H 4.87 -0.48 6.93
H 0.29 0.22 1.81
H 2.78 1.74 1.49
H 1.46 2.81 1.82
H 2.01 1.67 -0.68
H 0.65 2.64 -0.21
H 0.50 0.91 -0.14
H 2.03 -2.21 3.89
H -0.04 -2.66 4.73
H 0.28 -1.08 5.33
H -1.35 -0.49 3.09
H -1.83 -0.69 4.74
H -1.77 -2.84 2.66
H -2.36 -3.09 4.32
H -4.33 -2.69 3.34
H -3.93 -0.94 3.32
H -3.12 -2.85 1.06
H -4.76 -2.26 1.14
H -3.18 -0.89 -0.35
H -2.50 -0.23 1.15
H -5.34 -0.14 0.06
H -4.94 0.20 1.79
H -4.95 2.18 -0.15
H -3.28 1.54 -0.31
H -4.44 2.37 2.34
H -2.74 2.01 1.93
H -2.78 4.30 2.05
H -4.38 4.45 1.30
H -1.12 5.22 -0.27
H -2.62 5.90 -0.95
H -2.29 5.96 0.78
H 0.07 -2.04 1.72
H -0.28 -5.58 3.19
H 0.82 -3.84 0.29
C 7.28 0.57 2.83
C 7.50 1.79 1.96
O 8.88 2.18 1.93
C 9.66 1.46 1.14
O 9.31 0.54 0.44
O 10.90 1.93 1.25
C 11.87 1.19 0.50
H 7.69 0.73 3.83
H 6.22 0.34 2.91
H 7.79 -0.30 2.41
H 6.95 2.64 2.38
H 7.13 1.63 0.95
H 11.58 1.10 -0.54
H 12.02 0.21 0.94
H 12.81 1.75 0.55
C -10.16 -1.55 -4.19
C -9.34 -0.99 -3.05
O -8.08 -1.66 -2.92
C -7.14 -1.28 -3.79
O -7.26 -0.44 -4.64
O -6.05 -2.02 -3.57
C -4.99 -1.78 -4.50
H -10.26 -2.63 -4.09
H -11.15 -1.10 -4.21
H -9.67 -1.36 -5.15
H -9.86 -1.16 -2.10
H -9.19 0.09 -3.15
H -4.75 -0.72 -4.56
H -5.26 -2.16 -5.48
H -4.12 -2.32 -4.14
C -5.86 1.63 -6.69
C -5.78 2.72 -7.73
O -4.43 3.18 -7.91
C -3.65 2.40 -8.66
O -3.98 1.37 -9.19
O -2.44 2.95 -8.70
C -1.47 2.17 -9.40
H -5.40 1.95 -5.76
H -6.90 1.36 -6.50
H -5.33 0.73 -7.02
H -6.35 3.59 -7.40
H -6.20 2.40 -8.69
H -1.82 1.90 -10.40
H -1.23 1.26 -8.84
H -0.57 2.77 -9.49
*
```

Summary:
E_tot = -97692.43255 eV
molecular weight = 872.42 g/mol
LUMO energy = 0.0 eV
SMILES = C=C[C@@H](OC[C@H](C)O)O[C@@](OCCC)([C@@H](Cl)CC)[C@@H](CCCCCCCCCCOC)NP(=O)(O)O.CCOC(=O)OC.CCOC(=O)OC.CCOC(=O)OC
gap between HOMO and LUMO = 7.643 eV

Mulliken population analysis, charges in e, atoms 1 to 8:
1. C -1.26
2. C -0.58
3. C -1.01
4. O 0.94
5. C -1.32
6. C 0.28
7. C -1.37
8. O -0.44

***

Entry 2:
Below is C19H38AsBrN3O3RhSi2 as an isolated structure, with properties calculated with wB97M-V/def2-TZVPD.

ORCA input file:
```
! wB97M-V def2-TZVPD RIJCOSX def2/J DEFGRID3
* xyz 2 5
Rh -0.63 -0.05 -0.44
C -3.07 -4.17 0.45
N -2.96 -3.12 1.47
C -3.57 -3.40 2.77
C -2.21 -2.06 1.24
O -1.60 -1.91 0.16
C -2.09 -1.03 2.34
O -1.21 0.01 1.93
C -1.53 1.31 2.36
C -2.05 2.13 1.18
O -1.91 1.68 0.01
N -2.63 3.29 1.41
C -2.74 3.91 2.73
C -3.17 4.08 0.30
H -4.09 -4.56 0.46
H -2.85 -3.76 -0.53
H -2.38 -4.99 0.67
H -4.42 -4.05 2.62
H -2.86 -3.90 3.44
H -3.93 -2.49 3.25
H -3.09 -0.63 2.56
H -1.70 -1.50 3.25
H -2.27 1.29 3.17
H -0.62 1.78 2.74
H -2.12 3.41 3.46
H -2.42 4.94 2.66
H -3.78 3.89 3.07
H -3.36 3.44 -0.56
H -4.10 4.54 0.63
H -2.47 4.87 0.02
C 1.86 3.26 -0.74
Si 3.08 1.97 -0.17
C 3.78 2.32 1.51
C 4.39 1.59 -1.41
As 1.73 0.01 0.06
Si 3.01 -2.02 0.04
C 1.84 -3.29 0.69
C 3.54 -2.30 -1.72
C 4.44 -1.69 1.18
H 2.34 4.24 -0.82
H 1.04 3.34 -0.02
H 1.45 3.00 -1.71
H 4.41 3.21 1.47
H 4.39 1.49 1.86
H 2.99 2.50 2.25
H 5.00 2.49 -1.57
H 3.98 1.29 -2.38
H 5.06 0.80 -1.06
H 0.93 -3.34 0.09
H 1.56 -3.05 1.72
H 2.30 -4.28 0.69
H 2.68 -2.45 -2.38
H 4.16 -3.20 -1.76
H 4.13 -1.47 -2.09
H 4.09 -1.41 2.17
H 5.08 -0.90 0.80
H 5.05 -2.59 1.27
Br 0.07 -2.81 -5.57
C -0.54 -1.27 -4.69
C -1.04 -0.19 -5.40
C -1.47 0.92 -4.69
C -1.38 0.92 -3.32
N -0.88 -0.13 -2.64
C -0.47 -1.21 -3.32
H -1.10 -0.22 -6.48
H -1.87 1.78 -5.21
H -1.70 1.76 -2.72
H -0.09 -2.04 -2.74
*
```

Summary:
E_tot = -180564.66401 eV
molecular weight = 670.44 g/mol
LUMO energy (alpha / beta) = -4.6 / -6.9 eV
gap between HOMO and LUMO (alpha / beta) = 8.842 / 7.433 eV
energy relative to the best compared isomer or geometry (same formula, charge and spin) = 0.0 kJ/mol

Mulliken population analysis, charges in e, atoms 1 to 8:
1. Rh 0.80
2. C -0.99
3. N 0.13
4. C -0.88
5. C 0.65
6. O -0.83
7. C -0.88
8. O -0.32

***

Entry 3:
Below is a 8-piece molecular cluster, C30H62N2O14S6 overall at a distorted geometry, with properties calculated with wB97M-V/def2-TZVPD.

ORCA input file:
```
! wB97M-V def2-TZVPD RIJCOSX def2/J DEFGRID3
* xyz 1 2
C -5.11 10.44 18.52
C -4.96 9.14 17.72
O -4.61 9.06 16.58
N -4.97 8.07 18.47
C -5.08 6.70 17.93
H -4.12 10.69 18.90
H -5.70 10.24 19.41
H -5.52 11.27 17.95
H -5.11 8.16 19.46
H -4.41 6.00 18.44
H -4.94 6.51 16.87
H -6.13 6.44 18.09
C -9.37 5.58 17.35
C -9.16 4.60 16.14
O -8.07 4.07 16.07
N -10.27 4.28 15.39
C -10.27 3.35 14.22
H -8.87 5.16 18.21
H -10.38 5.64 17.77
H -8.81 6.51 17.26
H -11.13 4.78 15.54
H -9.35 3.06 13.70
H -10.91 3.84 13.48
H -10.70 2.50 14.74
C -7.91 9.97 13.78
C -8.69 11.36 13.95
C -8.96 11.43 15.51
S -9.21 9.80 16.21
O -10.53 9.35 15.79
O -8.67 9.67 17.54
C -7.94 9.05 15.04
H -6.93 10.04 13.31
H -8.53 9.42 13.08
H -9.58 11.32 13.33
H -8.11 12.26 13.73
H -9.89 11.92 15.83
H -8.07 11.88 15.95
H -8.21 8.00 14.94
H -6.96 9.20 15.50
C -12.60 9.20 10.79
C -13.48 9.03 12.08
C -12.57 8.36 13.08
S -11.65 7.09 12.11
O -12.28 5.75 12.22
O -10.27 7.18 12.50
C -11.99 7.83 10.48
H -11.83 9.96 10.90
H -13.23 9.60 10.00
H -14.29 8.34 11.87
H -13.74 10.02 12.46
H -12.89 7.94 14.03
H -11.84 9.10 13.41
H -12.74 7.18 10.03
H -11.11 7.79 9.84
C -7.38 0.05 11.02
C -7.69 0.51 12.45
C -6.29 0.93 13.13
S -5.01 -0.16 12.50
O -4.75 -1.28 13.44
O -3.82 0.50 11.98
C -6.06 -0.84 11.12
H -6.85 0.85 10.49
H -8.13 -0.60 10.58
H -8.20 -0.28 13.00
H -8.40 1.31 12.63
H -6.30 0.87 14.22
H -5.93 1.91 12.81
H -6.30 -1.83 11.52
H -5.37 -1.04 10.30
C -16.72 3.79 14.24
C -16.78 5.12 13.50
C -16.25 6.07 14.50
S -15.08 5.25 15.60
O -15.50 5.48 16.94
O -13.79 5.74 15.10
C -15.40 3.55 15.02
H -16.86 2.97 13.53
H -17.53 3.67 14.96
H -17.80 5.42 13.28
H -16.16 4.96 12.61
H -16.87 6.57 15.25
H -15.73 6.93 14.08
H -15.66 3.01 15.94
H -14.56 3.16 14.44
C -5.47 0.69 18.45
C -6.19 1.90 17.85
C -5.03 2.93 17.78
S -3.50 1.99 17.21
O -2.32 2.16 18.03
O -3.39 2.18 15.73
C -4.29 0.33 17.50
H -6.18 -0.14 18.51
H -5.10 0.84 19.47
H -6.95 2.28 18.53
H -6.64 1.74 16.88
H -4.67 3.21 18.77
H -5.20 3.81 17.17
H -3.57 -0.41 17.86
H -4.83 -0.03 16.62
C -13.56 6.21 21.43
C -13.13 5.78 22.77
C -11.92 4.78 22.66
S -11.83 4.24 20.95
O -12.99 3.31 20.80
O -10.53 3.96 20.37
C -12.44 5.88 20.40
H -13.77 7.27 21.32
H -14.50 5.71 21.20
H -13.94 5.18 23.18
H -13.03 6.69 23.37
H -12.09 3.86 23.22
H -10.97 5.19 23.00
H -12.70 5.84 19.35
H -11.65 6.61 20.51
*
```

Summary:
E_tot = -128757.94491 eV
molecular weight = 867.23 g/mol
LUMO energy (alpha / beta) = -2.8 / -8.4 eV
gap between HOMO and LUMO (alpha / beta) = 8.614 / 3.025 eV

Mulliken population analysis, charges in e, atoms 1 to 8:
1. C -1.27
2. C 0.90
3. O -0.63
4. N -0.16
5. C -1.00
6. H 0.38
7. H 0.37
8. H 0.23

***

Entry 4:
Below is a single C8H6N2O molecule at a distorted geometry, with properties calculated with wB97M-V/def2-TZVPD.

ORCA input file:
```
! wB97M-V def2-TZVPD RIJCOSX def2/J DEFGRID3
* xyz 0 1
C 1.47 1.05 0.06
C 2.50 0.06 0.06
C 2.25 -1.27 -0.05
C -0.02 -0.91 0.00
C -1.41 -1.29 0.07
C -2.45 -0.39 -0.02
C -2.20 1.03 -0.02
C -0.92 1.43 -0.03
H 3.55 0.42 0.11
H 3.04 -1.99 -0.25
H -1.57 -2.42 0.25
H -3.46 -0.83 -0.11
H -3.03 1.70 0.02
H -0.51 2.41 -0.05
N 1.00 -1.76 -0.03
N 0.16 0.50 0.00
O 1.63 2.24 -0.01
*
```

Summary:
E_tot = -13420.64346 eV
molecular weight = 146.15 g/mol
LUMO energy = -0.1 eV
SMILES = O=c1ccnc2ccccn12
gap between HOMO and LUMO = 8.343 eV
energy relative to the best compared isomer or geometry (same formula, charge and spin) = 64.0 kJ/mol

Mulliken population analysis, charges in e, atoms 1 to 8:
1. C 0.54
2. C -0.54
3. C -0.10
4. C 0.62
5. C -0.50
6. C -0.03
7. C -0.56
8. C -0.44

***

Entry 5:
Below is an isolated ion of composition C3H7N2O and charge +1 at a distorted geometry, with properties calculated with wB97M-V/def2-TZVPD.

ORCA input file:
```
! wB97M-V def2-TZVPD RIJCOSX def2/J DEFGRID3
* xyz 1 1
C 1.69 1.12 0.05
C 0.59 -1.00 -0.04
C -1.24 0.12 -0.46
N -0.87 -1.10 0.11
N 0.69 0.43 -0.15
O -2.04 0.93 0.07
H 1.60 2.16 0.05
H 2.59 0.68 0.38
H 1.07 -1.46 0.68
H 0.59 -1.50 -0.99
H -1.12 0.22 -1.59
H -1.25 -1.34 0.99
H -2.30 0.72 0.91
*
```

Summary:
E_tot = -8242.51378 eV
molecular weight = 87.10 g/mol
LUMO energy = -3.7 eV
SMILES = C=NC/[NH+]=C/O
gap between HOMO and LUMO = 11.311 eV
energy relative to the best compared isomer or geometry (same formula, charge and spin) = 349.8 kJ/mol

Mulliken population analysis, charges in e, atoms 1 to 8:
1. C -0.22
2. C -0.69
3. C 0.35
4. N -0.37
5. N -0.16
6. O -0.30
7. H 0.29
8. H 0.25

***

Entry 6:
Below is C4H3F3O3 as an isolated structure at a distorted geometry, with properties calculated with wB97M-V/def2-TZVPD.

ORCA input file:
```
! wB97M-V def2-TZVPD RIJCOSX def2/J DEFGRID3
* xyz 0 1
C 0.35 -1.82 0.35
C -0.35 -0.51 -1.02
C 0.55 -0.32 0.22
C 2.39 0.03 -0.17
O 0.66 -2.65 1.12
O -0.43 -1.93 -0.75
O 0.28 0.59 1.10
F 2.59 -0.20 -1.50
F 2.55 1.33 0.04
F 3.30 -0.59 0.55
H -1.33 0.00 -1.00
H 0.05 -0.42 -2.03
H 1.07 0.81 1.69
*
```

Summary:
E_tot = -18489.75268 eV
molecular weight = 156.06 g/mol
LUMO energy = 0.4 eV
gap between HOMO and LUMO = 10.834 eV
energy relative to the best compared isomer or geometry (same formula, charge and spin) = 203.6 kJ/mol

Mulliken population analysis, charges in e, atoms 1 to 8:
1. C 0.32
2. C -0.44
3. C 0.81
4. C 0.57
5. O -0.52
6. O -0.34
7. O -0.57
8. F -0.26